This record from the OMol25 dataset describes 7 unconnected molecules or ions with the total composition C52H55BO13. The level of theory is wB97M-V/def2-TZVPD.

Geometry as XYZ:
```
121
Properties=species:S:1:pos:R:3:forces:R:3:mulliken_charge:R:1
C 5.661679 -1.787920 -0.097625 -8.202 -1.569 -4.249 -0.82
C 4.449694 -2.196958 -0.730950 8.071 2.868 4.705 0.33
B 2.906984 -2.597695 -1.252837 0.202 -0.231 -0.277 0.06
O 2.485369 -4.000034 -1.466062 0.449 2.760 2.705 -0.27
C 1.919281 -1.271872 -1.536595 0.001 -1.497 -0.441 0.71
C 2.458103 -0.607987 -2.934767 1.294 0.261 -0.354 -0.59
C 2.608263 1.023941 -2.921249 -0.439 0.482 -0.933 -0.75
C 1.578533 1.811620 -1.918348 0.605 -0.032 0.149 0.03
C -0.013172 1.529221 -2.191424 -0.021 0.517 0.963 -0.34
C -0.816004 2.096205 -0.843332 0.297 1.390 -1.040 -0.35
C -2.423620 2.352181 -1.109438 0.373 -0.761 0.615 -0.53
C -3.191200 0.901958 -0.798062 0.013 1.747 -0.385 -0.53
C -4.820070 1.136816 -0.574491 1.302 -1.257 -0.678 -0.29
C -5.470494 -0.373576 -0.299616 -0.392 1.724 -0.455 -0.16
C -7.012805 -0.317695 -0.876404 0.021 -1.354 0.840 -0.43
C -7.415045 -1.810382 -1.458654 0.147 0.988 -0.459 -0.74
C -6.595169 -2.187398 -2.859267 -0.412 -1.167 1.064 -0.05
C -7.178251 -3.674648 -3.337948 0.874 0.496 -0.190 -0.86
H 6.538692 -1.111142 0.346762 -2.407 -2.073 -1.265 0.30
H 2.229918 -4.322488 -0.532603 0.400 0.073 -2.031 0.23
H 2.029467 -0.597489 -0.586800 -0.456 -0.915 -2.023 -0.24
H 0.815125 -1.670596 -1.713885 2.176 1.070 0.729 0.00
H 3.554459 -1.040762 -3.125150 -2.278 0.948 0.248 0.36
H 1.836053 -0.915599 -3.888693 0.988 0.415 2.264 0.24
H 2.338671 1.389581 -4.025449 0.628 -0.741 2.309 0.33
H 3.743337 1.351584 -2.768489 -2.501 -0.729 0.013 0.20
H 1.826580 2.971467 -2.029985 -0.797 -2.511 0.235 0.40
H 1.815015 1.563596 -0.776573 -0.566 0.455 -2.593 -0.27
H -0.272946 0.373602 -2.303488 0.706 2.517 -0.036 -0.07
H -0.357297 2.160508 -3.138078 0.623 -1.557 1.948 0.40
H -0.605451 1.393449 0.068456 -0.552 1.251 -1.711 0.18
H -0.332194 3.152635 -0.592610 -0.857 -2.256 -0.454 0.18
H -2.617419 2.731802 -2.217100 0.454 -0.927 2.293 0.25
H -2.812730 3.212534 -0.386182 0.761 -1.954 -1.405 0.28
H -2.653447 0.444801 0.137333 -1.257 0.749 -1.657 0.19
H -2.971301 0.214117 -1.729195 -0.672 1.177 1.899 0.17
H -5.041899 1.887822 0.311459 0.514 -1.657 -1.885 -0.01
H -5.233690 1.590875 -1.597162 0.796 -0.968 2.305 0.30
H -5.395306 -0.542741 0.855877 -0.425 0.074 -2.203 0.26
H -4.857864 -1.208248 -0.857149 -1.125 1.783 1.059 0.06
H -7.115745 0.497008 -1.711783 0.207 -1.602 1.602 0.31
H -7.728500 -0.062470 0.028390 1.386 -0.341 -1.982 0.19
H -7.185036 -2.598950 -0.620911 -0.386 1.379 -1.714 0.27
H -8.573294 -1.836538 -1.684508 2.288 -0.040 0.394 0.30
H -6.743801 -1.360451 -3.697335 0.318 -1.783 1.862 0.26
H -5.438947 -2.357334 -2.634182 -2.496 0.683 -0.474 -0.01
H -6.244187 -4.280944 -3.746453 -2.245 1.105 0.680 0.18
H -7.966420 -3.483131 -4.184108 1.416 -0.736 1.701 0.32
H -7.634720 -4.286260 -2.420773 0.943 1.493 -2.103 0.25
O -4.327681 -5.078600 -1.953851 0.805 -0.101 0.318 -0.52
C -3.198369 -5.244954 -1.513971 -0.920 0.143 -0.363 0.29
C -2.973583 -5.855387 -0.188809 0.308 -0.145 0.349 -0.42
C -1.739435 -6.034728 0.291859 -0.385 -0.073 0.080 -0.43
C -0.548219 -5.631887 -0.481786 0.293 -0.071 0.074 0.36
O 0.581092 -5.798241 -0.041907 -0.324 0.161 0.011 -0.66
C -0.773006 -5.021455 -1.806949 -0.209 0.155 -0.376 -0.19
C -2.007154 -4.842113 -2.287616 0.457 0.041 -0.010 -0.44
H -3.857467 -6.146225 0.366150 0.017 0.027 -0.041 0.45
H -1.557033 -6.480239 1.262168 0.023 0.025 -0.017 0.46
H 0.110878 -4.730617 -2.361907 0.048 -0.007 0.057 0.59
H -2.189555 -4.396602 -3.257925 -0.025 -0.017 0.021 0.49
O -6.315470 5.745800 5.349076 -0.107 -0.632 -0.544 -0.56
C -6.479958 4.831714 4.552897 0.120 0.734 0.627 0.35
C -7.572167 4.866246 3.560376 -0.241 -0.208 -0.371 -0.38
C -7.752410 3.866063 2.692350 -0.123 0.426 0.175 -0.37
C -6.866631 2.684888 2.687411 -0.151 -0.665 -0.574 0.31
O -7.031119 1.770801 1.891232 0.086 0.592 0.570 -0.46
C -5.774422 2.650355 3.679932 0.244 0.207 0.359 -0.22
C -5.594179 3.650539 4.547958 0.135 -0.440 -0.188 -0.36
H -8.212897 5.739763 3.576209 0.045 -0.017 0.031 0.40
H -8.548985 3.875291 1.958433 0.034 -0.037 0.002 0.42
H -5.133692 1.776838 3.664099 -0.037 0.007 -0.035 0.45
H -4.797604 3.641310 5.281875 -0.034 0.037 -0.005 0.40
O 7.637572 3.503702 1.241532 -0.721 0.019 -0.131 -0.58
C 6.436284 3.541866 1.013578 0.827 -0.037 0.151 0.35
C 5.687637 4.813472 1.055497 -0.384 0.203 -0.031 -0.39
C 4.374756 4.853838 0.808438 0.369 0.260 0.078 -0.60
C 3.617127 3.629530 0.481524 -0.769 0.070 -0.118 0.38
O 2.415839 3.667694 0.253570 0.806 0.152 0.403 -0.51
C 4.365774 2.357924 0.439606 0.398 -0.306 0.031 0.18
C 5.678656 2.317558 0.686664 -0.441 -0.174 -0.123 -0.87
H 6.257690 5.702858 1.296016 -0.036 -0.039 -0.022 0.47
H 3.810461 5.777999 0.835764 0.031 0.004 0.022 0.51
H 3.795721 1.468538 0.199086 0.054 -0.006 0.041 0.63
H 6.242950 1.393397 0.659338 -0.015 0.056 0.012 0.40
O 1.191382 -9.061376 -3.552953 0.538 0.435 -0.163 -0.57
C 2.128337 -8.307521 -3.777297 -0.648 -0.453 0.244 0.34
C 2.479067 -7.220455 -2.842157 0.244 0.309 0.041 -0.40
C 3.501569 -6.395970 -3.089215 -0.199 -0.134 0.272 -0.30
C 4.325074 -6.537553 -4.306423 0.653 0.541 -0.111 0.27
O 5.262029 -5.783699 -4.530768 -0.605 -0.496 0.110 -0.56
C 3.974345 -7.624619 -5.241564 -0.271 -0.390 -0.162 -0.38
C 2.951842 -8.449105 -4.994506 0.374 0.134 -0.298 -0.39
H 1.865979 -7.130086 -1.953464 0.018 0.009 0.009 0.51
H 3.771739 -5.593125 -2.414160 -0.038 -0.061 -0.081 0.62
H 4.587432 -7.714989 -6.130256 0.000 0.026 0.034 0.41
H 2.681672 -9.251949 -5.669561 -0.021 0.007 0.036 0.41
O 8.558617 9.497303 5.794608 -0.581 -0.243 -0.620 -0.55
C 7.761073 9.156433 4.931913 0.669 0.284 0.713 0.35
C 6.683550 8.190066 5.222239 -0.396 -0.274 -0.146 -0.34
C 5.813998 7.816603 4.278454 0.158 -0.024 0.434 -0.27
C 5.892338 8.355193 2.906016 -0.511 -0.184 -0.521 0.42
O 5.094794 8.014324 2.043320 0.466 0.140 0.460 -0.54
C 6.969861 9.321560 2.615689 0.365 0.253 0.133 -0.37
C 7.839413 9.695023 3.559475 -0.168 0.022 -0.468 -0.36
H 6.638909 7.804626 6.233803 0.035 0.034 -0.029 0.40
H 5.018282 7.108329 4.474499 0.004 0.017 -0.038 0.43
H 7.014502 9.707001 1.604126 -0.032 -0.033 0.025 0.43
H 8.635129 10.403297 3.363429 -0.009 -0.026 0.041 0.40
O -0.908618 -3.484860 3.777597 0.613 0.491 -0.172 -0.57
C 0.028337 -2.731006 3.553252 -0.721 -0.588 0.177 0.29
C 0.379067 -1.643940 4.488392 0.278 0.378 0.117 -0.49
C 1.401569 -0.819454 4.241334 -0.366 -0.153 0.276 -0.38
C 2.225074 -0.961038 3.024126 0.741 0.577 -0.183 0.04
O 3.162029 -0.207183 2.799782 -0.618 -0.448 0.109 -0.55
C 1.874345 -2.048104 2.088986 -0.359 -0.402 -0.091 0.08
C 0.851842 -2.872589 2.336044 0.359 0.178 -0.286 -0.34
H -0.234021 -1.553570 5.377085 0.000 -0.036 -0.043 0.43
H 1.671739 -0.016610 4.916389 0.025 -0.010 -0.043 0.44
H 2.487432 -2.138473 1.200293 0.084 0.075 0.141 0.26
H 0.581672 -3.675434 1.660989 -0.025 -0.046 0.032 0.63
```
Positions in Å, forces in eV/Å.

The calculation puts the HOMO-LUMO gap at 7.55 eV. As for the spin multiplicity: 1. As for the structure (SMILES): C#CB(O)CCCCCCCCCCCCCC.O=C1C=CC(=O)C=C1.O=C1C=CC(=O)C=C1.O=C1C=CC(=O)C=C1.O=C1C=CC(=O)C=C1.O=C1C=CC(=O)C=C1.O=C1C=CC(=O)C=C1.


This record from the OMol25 dataset describes a molecular structure, C2NO2S. The level of theory is wB97M-V/def2-TZVPD.

Geometry as XYZ:
```
6
Properties=species:S:1:pos:R:3:forces:R:3:mulliken_charge:R:1
C -0.769274 -0.343186 0.045662 -0.703 -1.107 -0.747 0.39
C -0.304951 1.042049 0.005810 1.068 3.574 0.127 0.15
N 0.348904 -0.989006 0.036686 0.946 -1.269 0.147 -0.32
O -1.943374 -0.711750 -0.050850 -0.362 0.044 0.373 -0.71
O 0.818879 1.475092 -0.016874 -1.906 -0.460 0.007 -0.22
S 1.849815 -0.473200 -0.020434 0.957 -0.781 0.093 -0.29
```
Positions in Å, forces in eV/Å.

Its energy above the lowest of the compared OMol25 structures with the same formula, charge and spin is 2.808 eV. Its total charge is -1. The calculation puts the HOMO-LUMO gap (alpha / beta) at 6.88 / 6.88 eV. As for the spin multiplicity: 1.


This record from the OMol25 dataset describes 2 unconnected molecules or ions with the total composition C4H10O3. The level of theory is wB97M-V/def2-TZVPD.

Geometry as XYZ:
```
17
Properties=species:S:1:pos:R:3:forces:R:3:mulliken_charge:R:1
C -0.508832 2.187932 -0.632736 0.600 -0.757 0.705 -1.19
C 0.209081 1.263366 0.396453 -0.965 0.535 -0.273 -0.36
C -0.479153 -0.107633 0.456321 0.082 -0.143 -0.461 -0.69
C 0.424227 -1.146230 1.039161 0.127 0.378 0.694 0.61
O 0.997536 -2.045024 0.477040 -0.151 -0.135 -0.316 -0.66
O 0.598657 -0.941772 2.369188 -0.218 -0.424 -0.221 -0.44
H -0.043538 2.039941 -1.605004 -0.094 0.420 -0.103 0.31
H -0.485684 3.213476 -0.265907 0.170 0.071 -0.460 0.36
H -1.541164 1.885892 -0.710723 -0.458 0.008 -0.069 0.33
H 0.142767 1.763132 1.358393 0.333 -0.212 0.255 0.27
H 1.246835 1.133575 0.106557 0.196 0.070 0.134 0.35
H -1.397666 -0.108572 1.041529 0.007 0.294 0.128 0.30
H -0.757640 -0.393097 -0.554825 0.108 -0.226 -0.088 0.44
H 1.055055 -1.736073 2.688679 0.209 0.203 0.099 0.35
O 0.020907 -2.027558 -2.257031 0.116 -0.105 0.220 -0.65
H 0.430515 -2.034647 -1.373413 -0.007 -0.033 -0.128 0.38
H 0.088097 -2.946711 -2.533687 -0.056 0.055 -0.115 0.30
```
Positions in Å, forces in eV/Å.

Its energy above the lowest of the compared OMol25 structures with the same formula, charge and spin is 0.000 eV. The calculation puts the HOMO-LUMO gap at 11.57 eV. As for the spin multiplicity: 1. As for the structure (SMILES): CCCC(=O)O.O.


This record from the OMol25 dataset describes a molecular structure, C16H21BrCoN2OSi. The level of theory is wB97M-V/def2-TZVPD.

Geometry as XYZ:
```
43
Properties=species:S:1:pos:R:3:forces:R:3:mulliken_charge:R:1
Co -0.064713 -0.043603 0.152886 -0.026 0.864 0.675 0.05
Br 2.959813 -4.895812 -4.308248 0.029 -0.045 -0.033 -0.14
C 1.849361 -3.630224 -3.478048 0.062 -0.009 0.023 0.04
C 2.328076 -2.896633 -2.404572 -0.002 0.027 0.026 -0.84
C 1.497829 -1.968752 -1.803272 0.209 0.092 0.190 -0.02
C 0.201171 -1.766964 -2.250385 -0.171 0.208 0.139 1.08
C -0.263356 -2.501666 -3.329226 -0.107 -0.183 -0.250 -0.66
C 0.560799 -3.432861 -3.945022 -0.229 0.096 -0.008 -0.87
N -0.583016 -0.790891 -1.547850 -0.189 -0.498 -1.245 0.25
C -1.817494 -0.547824 -1.849580 0.406 -0.195 -0.089 0.14
C -2.539880 0.419485 -1.048479 -0.348 0.276 0.155 0.30
C -3.868889 0.746362 -1.283643 0.065 -0.160 -0.193 -0.68
C -4.491654 1.650753 -0.445697 -0.108 0.131 0.110 -0.44
C -3.772851 2.207607 0.604974 -0.136 0.000 -0.082 -0.62
C -2.456154 1.832920 0.783736 0.261 -0.075 0.023 -0.06
N -1.851529 0.955376 -0.019923 -0.116 -0.087 -0.266 0.01
H 3.337856 -3.045912 -2.048728 -0.020 0.015 0.007 0.45
H 1.880234 -1.385060 -0.971321 0.010 0.004 0.021 0.39
H -1.263935 -2.367176 -3.719207 0.050 -0.038 -0.009 0.30
H 0.197494 -4.003251 -4.788891 0.003 0.016 0.021 0.43
H -2.323346 -1.073293 -2.650489 -0.114 0.063 0.009 0.30
H -4.391193 0.293292 -2.117102 -0.013 0.025 0.048 0.43
H -5.527295 1.923748 -0.605481 0.053 -0.015 -0.004 0.45
H -4.224882 2.923191 1.277157 0.013 -0.011 -0.014 0.44
H -1.855401 2.242893 1.586153 0.010 -0.051 -0.014 0.43
C 1.286973 1.520906 2.463300 -0.096 -0.188 -0.421 -0.92
O 0.884774 0.769902 1.339392 0.589 0.371 0.646 -0.63
H 2.147571 1.046581 2.931423 0.085 -0.051 0.033 0.31
H 0.480777 1.578774 3.196014 -0.071 0.012 0.044 0.32
H 1.571755 2.526933 2.159106 0.014 0.096 -0.014 0.33
C 0.678360 -2.306253 2.602475 0.259 -0.209 0.307 -1.00
Si -0.789885 -1.898609 1.575088 0.147 -0.269 0.066 0.61
C -1.329388 -3.320706 0.530433 -0.187 -0.327 -0.164 -1.01
C -2.199637 -1.240219 2.560505 -0.335 0.153 0.268 -1.03
H 0.418018 -3.139918 3.265293 0.107 0.040 0.005 0.37
H 0.978807 -1.456134 3.215549 0.030 -0.039 -0.005 0.26
H 1.528170 -2.615379 1.990674 -0.001 0.008 0.053 0.32
H -1.645631 -4.134554 1.194158 -0.012 0.005 -0.115 0.42
H -0.527233 -3.696164 -0.107407 -0.038 -0.016 0.003 0.27
H -2.183837 -3.050142 -0.096298 0.024 -0.087 -0.007 0.27
H -2.517366 -2.022821 3.259573 -0.052 0.095 -0.003 0.40
H -3.050861 -0.990054 1.923085 -0.022 -0.005 0.073 0.26
H -1.922686 -0.358468 3.142509 -0.036 -0.038 -0.008 0.29
```
Positions in Å, forces in eV/Å.

The expectation value of S² is 6.03. Its energy above the lowest of the compared OMol25 structures with the same formula, charge and spin is 0.372 eV. Its total charge is +1. The calculation puts the HOMO-LUMO gap (alpha / beta) at 5.46 / 6.96 eV. As for the spin multiplicity: 5.


no.,M (g mol⁻¹),DFT total energy (eV)
1,898.81,-82093.7647
2,102.09,-18492.9880
3,106.12,-10453.2437
4,424.28,-137500.6754